11
Properties=species:S:1:pos:R:3 method="wB97M-V/def2-TZVPD" fmax_ev_per_a=3.72 e_above_lowest_kj_mol=281.2 homo_energy_ev=-8.721 e_tot_ha=-740.5525
C 1.623 -0.602 1.003
C 1.154 0.081 -0.061
C -0.263 0.528 -0.230
O 1.963 0.212 -1.097
O 2.923 -1.035 0.832
O 3.918 1.139 0.031
S 3.500 -0.144 -0.492
H 0.980 -0.960 1.769
H -0.149 1.509 0.192
H -0.929 -0.203 0.383
H -0.606 0.579 -1.296